C3H4OS | ωB97M-V/def2-TZVPD

Geometry as XYZ:
```
9
C3H4OS, DFT ωB97M-V/def2-TZVPD
C -0.659 -0.347 -0.025
C -1.401 -2.573 0.363
C 0.609 0.590 0.090
O -1.667 0.132 -0.425
S -0.804 -3.643 -0.595
H -2.219 -2.179 0.802
H 1.177 0.375 -0.759
H 1.327 0.230 0.743
H 0.174 1.533 0.148
```

Computed properties:
Kohn-Sham gap (alpha / beta), eV: 6.77 / 7.39
Lowest unoccupied orbital energy (alpha / beta), eV: -0.563 / -0.224



C3H4OS | ωB97M-V/def2-TZVPD

Geometry as XYZ:
```
9
C3H4OS, DFT ωB97M-V/def2-TZVPD
C -1.248 -0.570 0.450
C -0.111 0.863 0.053
C 1.007 -0.037 -0.419
O -0.091 2.070 0.016
S -2.630 -0.633 -0.289
H -0.766 -0.953 1.352
H 0.993 -0.901 0.230
H 1.815 0.565 -0.010
H 1.032 -0.405 -1.384
```

Computed properties:
Kohn-Sham gap (alpha / beta), eV: 7.64 / 8.01
Lowest unoccupied orbital energy (alpha / beta), eV: 0.730 / -2.185
2S+1: 3



C3H4OS2 | ωB97M-V/def2-TZVPD

Geometry as XYZ:
```
10
C3H4OS2, DFT ωB97M-V/def2-TZVPD
C -0.038 0.298 0.197
C 1.096 -0.756 -0.386
C -1.220 -0.577 0.125
H -0.545 2.514 0.553
H 0.467 0.315 1.413
H 1.288 -0.546 -1.435
H 2.068 -0.540 0.148
O 0.044 1.637 -0.336
S -0.272 -1.977 -0.068
S -2.889 -0.368 -0.212
```

Computed properties:
Kohn-Sham gap, eV: 8.04
Lowest unoccupied orbital energy, eV: -0.754



C3H4OS2 | ωB97M-V/def2-TZVPD

Geometry as XYZ:
```
10
C3H4OS2, DFT ωB97M-V/def2-TZVPD
C 1.180 -0.585 1.930
C 0.629 0.058 1.058
C 0.022 0.581 -0.061
O -0.817 -1.222 -1.049
S 1.215 1.087 -1.304
S -1.633 1.106 0.123
H 1.663 -0.981 2.680
H -0.892 -1.823 -0.343
H 0.357 1.769 -2.323
H -1.724 0.009 -0.710
```

Computed properties:
Kohn-Sham gap, eV: 7.72
Lowest unoccupied orbital energy, eV: -1.546



C3H4P2 | ωB97M-V/def2-TZVPD

Geometry as XYZ:
```
9
C3H4P2, DFT ωB97M-V/def2-TZVPD
P 0.345 -0.947 1.477
C -0.701 -0.197 0.144
C -0.808 -0.635 -1.180
C -0.095 0.523 -1.414
P -0.887 1.641 -0.186
H 1.461 -1.212 0.450
H 0.995 0.345 1.653
H -0.711 -1.617 -1.575
H 0.401 2.099 0.631
```

Computed properties:
Kohn-Sham gap, eV: 9.07
Lowest unoccupied orbital energy, eV: 0.488
SMILES: P[C@@]12C=C1P2



C3H4S | ωB97M-V/def2-TZVPD

Geometry as XYZ:
```
8
C3H4S, DFT ωB97M-V/def2-TZVPD
C -0.650 0.001 -0.030
C -1.290 -1.019 -0.848
C 0.840 -0.020 0.505
S -0.902 0.361 -1.806
H -1.234 0.744 0.387
H 0.790 -0.179 1.579
H 1.261 0.962 0.278
H 1.184 -0.850 -0.065
```

Computed properties:
Kohn-Sham gap, eV: 8.77
Lowest unoccupied orbital energy, eV: -0.401



C3H4S | ωB97M-V/def2-TZVPD

Geometry as XYZ:
```
8
C3H4S, DFT ωB97M-V/def2-TZVPD
C -1.363 1.177 1.121
C -0.030 -0.673 0.070
C 0.858 -0.632 -0.912
S -1.183 2.667 1.248
H 0.192 -0.362 1.058
H -1.011 -0.881 -0.082
H 0.605 -1.037 -1.768
H 1.933 -0.260 -0.735
```

Computed properties:
Kohn-Sham gap, eV: 9.51
Lowest unoccupied orbital energy, eV: -0.035



C3H4S2 | ωB97M-V/def2-TZVPD

Geometry as XYZ:
```
9
C3H4S2, DFT ωB97M-V/def2-TZVPD
C 1.394 -0.235 -1.269
C 0.795 -0.357 -2.353
C -0.925 0.250 1.654
S -0.007 -0.674 -3.748
S 0.508 1.110 1.059
H 2.144 -0.407 -0.500
H -1.496 -0.133 0.652
H -1.636 1.008 2.115
H -0.777 -0.562 2.391
```

Computed properties:
Kohn-Sham gap (alpha / beta), eV: 5.43 / 5.44
Lowest unoccupied orbital energy (alpha / beta), eV: -3.376 / -3.377



C3H4S2 | ωB97M-V/def2-TZVPD

Geometry as XYZ:
```
9
C3H4S2, DFT ωB97M-V/def2-TZVPD
C -1.215 0.635 -0.181
C 1.124 -0.297 0.147
C -0.450 -0.402 0.118
S -2.951 0.467 -0.261
S 1.699 1.276 -0.346
H -0.602 1.519 -0.282
H 1.559 -0.734 1.004
H 1.523 -1.045 -0.628
H -0.688 -1.419 0.429
```

Computed properties:
Kohn-Sham gap (alpha / beta), eV: 4.45 / 4.08
Lowest unoccupied orbital energy (alpha / beta), eV: -3.685 / -3.748



C3H4S2 | ωB97M-V/def2-TZVPD

Geometry as XYZ:
```
9
C3H4S2, DFT ωB97M-V/def2-TZVPD
C 1.479 -1.013 1.659
C 1.568 -0.733 0.519
C -2.339 0.117 0.629
S -3.281 1.360 0.258
S -1.557 -0.886 -0.440
H 1.827 -1.347 2.593
H 1.185 -0.379 -0.397
H -3.355 1.816 -0.942
H -1.539 -0.293 -1.776
```

Computed properties:
Kohn-Sham gap, eV: 9.27
Lowest unoccupied orbital energy, eV: -0.064



C3H4S2 | ωB97M-V/def2-TZVPD

Geometry as XYZ:
```
9
C3H4S2, DFT ωB97M-V/def2-TZVPD
S -2.572 -0.109 0.123
C -1.003 -0.321 -0.352
C 0.035 0.766 -0.361
C 1.124 0.283 0.506
S 2.465 -0.251 -0.039
H -0.662 -1.407 -0.597
H 0.639 0.981 -1.280
H -0.217 1.626 0.181
H 1.014 0.192 1.588
```

Computed properties:
Kohn-Sham gap, eV: 7.84
Lowest unoccupied orbital energy, eV: -1.042
SMILES: S=CCC=S



C3H4S2 | ωB97M-V/def2-TZVPD

Geometry as XYZ:
```
9
C3H4S2, DFT ωB97M-V/def2-TZVPD
C -0.976 0.036 0.871
S -1.458 -1.302 -0.216
C 0.109 -0.490 -0.045
C 1.013 0.306 -0.902
S 1.736 -0.891 0.340
H -0.946 0.081 1.942
H -1.686 1.026 0.644
H 1.194 -0.078 -1.998
H 1.016 1.311 -0.636
```

Computed properties:
Kohn-Sham gap, eV: 9.51
Lowest unoccupied orbital energy, eV: 0.670
SMILES: C1SC12CS2



C3H4S2 | ωB97M-V/def2-TZVPD

Geometry as XYZ:
```
9
C3H4S2, DFT ωB97M-V/def2-TZVPD
C 0.669 0.943 0.115
C 0.433 -0.480 -0.020
S 1.655 -1.565 0.198
C -0.959 -0.872 -0.201
S -2.524 -0.093 0.069
H 1.680 1.184 0.112
H 0.112 1.518 -0.711
H 0.136 1.252 0.936
H -1.202 -1.888 -0.499
```

Computed properties:
Kohn-Sham gap, eV: 6.87
Lowest unoccupied orbital energy, eV: -2.347
SMILES: CC(=S)C=S



C3H4S2 | ωB97M-V/def2-TZVPD

Geometry as XYZ:
```
9
C3H4S2, DFT ωB97M-V/def2-TZVPD
C -0.888 -0.126 1.135
C -1.237 -0.746 0.017
S -0.120 -0.683 -1.342
C 0.848 0.693 -0.658
S 0.674 0.704 1.160
H -1.455 -0.150 2.054
H -2.140 -1.340 -0.125
H 1.901 0.590 -0.914
H 0.496 1.642 -1.065
```

Computed properties:
Kohn-Sham gap, eV: 8.67
Lowest unoccupied orbital energy, eV: 0.811
SMILES: C1=CSCS1



C3H4S3 | ωB97M-V/def2-TZVPD

Geometry as XYZ:
```
10
C3H4S3, DFT ωB97M-V/def2-TZVPD
S -2.855 -0.243 -0.276
C -1.269 -0.015 -0.177
C -0.268 -1.159 0.091
S 1.439 -0.700 -0.424
C 1.148 1.101 -0.011
S -0.598 1.546 -0.263
H -0.212 -1.407 1.116
H -0.554 -2.091 -0.458
H 1.413 1.219 1.032
H 1.757 1.751 -0.630
```

Computed properties:
Kohn-Sham gap, eV: 8.47
Lowest unoccupied orbital energy, eV: -0.270
SMILES: S=C1CSCS1



C3H4Si | ωB97M-V/def2-TZVPD

Geometry as XYZ:
```
8
C3H4Si, DFT ωB97M-V/def2-TZVPD
C 0.381 -0.233 0.297
C -1.802 0.195 0.148
C -0.895 -0.482 -0.475
Si 2.202 -0.062 -0.151
H 0.070 -0.269 1.313
H -1.775 0.299 1.208
H -0.814 -0.686 -1.486
H 2.633 1.239 -0.854
```

Computed properties:
Kohn-Sham gap (alpha / beta), eV: 7.34 / 6.46
Lowest unoccupied orbital energy (alpha / beta), eV: -1.135 / -1.208



C3H5BO4 | ωB97M-V/def2-TZVPD

Geometry as XYZ:
```
13
C3H5BO4, DFT ωB97M-V/def2-TZVPD
B -1.910 -0.389 -0.260
C 2.438 -0.074 1.176
C 2.145 0.334 -0.064
C 1.646 -1.770 0.059
O 2.124 -1.434 1.264
O 1.705 -0.746 -0.768
O -1.431 0.090 -1.450
O -1.568 -1.565 0.248
H 2.651 0.339 2.160
H 2.033 1.215 -0.703
H -2.849 0.222 0.292
H -1.850 0.942 -1.556
H -1.229 -2.072 -0.556
```

Computed properties:
Kohn-Sham gap, eV: 10.08
Lowest unoccupied orbital energy, eV: 0.559



C3H5Br | ωB97M-V/def2-TZVPD

Geometry as XYZ:
```
9
C3H5Br, DFT ωB97M-V/def2-TZVPD
C 0.081 1.491 -0.403
C -0.457 0.063 0.035
C 0.421 -1.116 0.240
Br -2.290 -0.066 0.334
H -0.552 2.317 -0.423
H 1.136 1.530 -0.633
H 0.045 -1.926 -0.489
H 1.388 -0.709 0.071
H 0.227 -1.583 1.267
```

Computed properties:
Kohn-Sham gap, eV: 9.18
Lowest unoccupied orbital energy, eV: 0.641
SMILES: C=C(C)Br



C3H5Br2P | ωB97M-V/def2-TZVPD

Geometry as XYZ:
```
11
C3H5Br2P, DFT ωB97M-V/def2-TZVPD
C 0.963 0.066 -1.358
C -0.081 0.008 -0.551
C 0.617 -0.129 1.226
P -1.857 0.077 -0.872
Br -2.366 1.566 0.660
Br -2.304 -1.845 0.245
H 0.901 0.433 -2.420
H 1.995 0.105 -1.116
H -0.300 -0.272 1.691
H 0.988 0.956 1.297
H 1.444 -0.964 1.198
```

Computed properties:
Kohn-Sham gap, eV: 9.30
Lowest unoccupied orbital energy, eV: -0.065



C3H5BrN2 | ωB97M-V/def2-TZVPD

Geometry as XYZ:
```
11
C3H5BrN2, DFT ωB97M-V/def2-TZVPD
C -0.163 0.804 0.038
C -0.976 -0.402 0.571
C 1.015 0.185 -0.733
N -0.408 -1.638 0.262
N 0.670 -1.717 -0.223
Br 2.750 0.717 -0.203
H -0.986 1.230 -0.654
H 0.330 1.428 0.899
H -1.097 -0.436 1.591
H -1.988 -0.263 0.208
H 0.852 0.092 -1.756
```

Computed properties:
Kohn-Sham gap, eV: 9.27
Lowest unoccupied orbital energy, eV: 0.867



Taking the records one at a time from the top gives F_max values of 4.745, 4.168, 6.117, 5.889, 2.735, 3.037, 5.747, 3.299, 5.244, 4.162, 3.665, 4.103, 4.616, 0.379, 1.871, 3.587, 2.902, 8.939, 5.158, 3.470 eV/Å.